C40H88F15N5O20PS5 | ωB97M-V/def2-TZVPD

Summary:
Relative energy (zero: lowest compared OMol25 entry of this formula, charge and spin) in kcal/mol: 0.00
Max |F| in eV/A: 5.397
E_HOMO in eV: -8.21
HOMO-LUMO gap in Ha: 0.124
Net charge: +1

Last column: Löwdin charge in e.
Geometry (Å):
C  4.330830  -8.196510  0.641330  0.02
C  3.903930  -9.531180  0.050950  -0.33
O  3.850060  -9.734370  -1.149560  0.16
N  3.211750  -10.545550  0.978480  0.12
H  3.592590  -11.441560  0.709750  0.17
H  3.621820  -10.480850  1.899220  0.17
C  1.665860  -10.502160  0.922570  0.06
H  3.542440  -7.533350  0.997380  0.08
H  4.943070  -7.711090  -0.118690  0.11
H  5.081830  -8.249540  1.429540  0.09
H  1.351830  -11.376710  1.492340  0.07
H  1.308360  -10.399220  -0.101980  0.11
H  1.327320  -9.661890  1.528750  0.08
C  -0.027330  -16.059760  0.791950  0.02
C  -1.183490  -16.614880  1.565810  -0.31
O  -1.078220  -17.444630  2.479090  0.16
N  -2.640520  -16.066010  1.363300  0.10
H  -2.624900  -15.417960  0.588770  0.16
H  -3.197450  -16.822920  0.993150  0.17
C  -3.218140  -15.461910  2.669640  0.05
H  0.172660  -16.484590  -0.191730  0.11
H  0.867870  -16.050770  1.413760  0.10
H  -0.119740  -14.989420  0.607740  0.08
H  -3.162370  -16.208060  3.462270  0.10
H  -4.262760  -15.255270  2.436930  0.09
H  -2.614180  -14.593330  2.932150  0.09
C  -2.189590  -9.517030  -1.393310  0.04
C  -3.498280  -9.017370  -0.792300  -0.38
O  -3.662660  -8.836440  0.373390  0.18
N  -4.658960  -9.090060  -1.732620  0.11
H  -5.404910  -8.412790  -1.662160  0.18
H  -4.312750  -8.967540  -2.673480  0.18
C  -5.486010  -10.376250  -1.469300  0.06
H  -2.200620  -10.520460  -1.818880  0.10
H  -1.539870  -9.431960  -0.522260  0.08
H  -1.845860  -8.740650  -2.076810  0.10
H  -4.889560  -11.242010  -1.757050  0.10
H  -6.424900  -10.328520  -2.020950  0.11
H  -5.769540  -10.351600  -0.417110  0.10
C  0.777750  -5.053760  4.088300  0.01
N  0.947030  -3.997580  5.228900  -0.28
C  1.317080  -2.702460  4.474750  0.01
C  -0.471500  -3.808490  5.912220  0.06
C  2.016570  -4.434950  6.303110  -0.04
C  2.093720  -3.578500  7.598550  -0.23
O  2.507140  -2.258900  7.338750  -0.06
H  -0.075810  -4.699960  3.510050  0.08
H  0.559710  -5.971900  4.633800  0.09
H  1.672160  -5.193980  3.481280  0.10
H  0.712400  -2.603000  3.573330  0.10
H  2.379080  -2.835880  4.268690  0.10
H  1.180300  -1.798920  5.068900  0.10
H  -0.601790  -4.618910  6.629390  0.08
H  -1.249380  -3.765820  5.149860  0.11
H  -0.377940  -2.904210  6.513580  0.10
H  3.026730  -4.450410  5.893920  0.13
H  1.704750  -5.464800  6.477090  0.11
H  2.793120  -4.035800  8.298420  0.13
H  1.193730  -3.429320  8.195090  0.12
H  2.789300  -1.873490  8.171480  0.10
C  -3.448810  -10.875740  2.691840  0.00
N  -3.105890  -10.217030  4.109260  -0.26
C  -4.310340  -10.500140  5.088850  0.04
C  -1.875680  -10.957990  4.667580  0.03
C  -2.922720  -8.664150  3.864790  -0.02
C  -1.541830  -8.320100  3.252680  -0.22
O  -1.177410  -8.978120  2.070340  -0.13
H  -2.485900  -10.914890  2.182560  0.08
H  -4.310660  -10.309490  2.338730  0.08
H  -3.736110  -11.925600  2.749770  0.06
H  -3.961900  -10.064020  6.025060  0.09
H  -4.419330  -11.583100  5.147280  0.08
H  -5.230920  -10.002740  4.783530  0.10
H  -1.097600  -10.796890  3.921430  0.08
H  -2.109410  -12.017190  4.775140  0.09
H  -1.732290  -10.504110  5.648160  0.09
H  -3.090020  -8.127910  4.798900  0.12
H  -3.781590  -8.379560  3.256970  0.12
H  -0.666350  -8.445890  3.889710  0.12
H  -1.482770  -7.251500  3.046070  0.13
H  -0.621460  -8.366390  1.582170  -0.02
C  -8.978310  -12.284150  3.279710  -0.09
C  -7.730840  -13.123020  3.488580  -0.27
C  -7.521940  -13.431060  4.992540  -0.21
C  -6.527410  -14.642420  5.081880  -0.25
P  -6.835850  -15.672860  6.606760  0.96
C  -5.529870  -16.849860  6.648140  -0.27
C  -5.964060  -18.168630  7.381150  -0.21
C  -4.810680  -19.197620  7.436710  -0.24
C  -4.395080  -19.680800  6.024130  -0.11
C  -6.612760  -14.494420  7.958880  -0.23
C  -6.588240  -15.000130  9.462810  -0.22
C  -5.265300  -15.515480  9.930370  -0.26
C  -5.445560  -16.084770  11.347410  -0.09
C  -8.456270  -16.300240  6.573930  -0.26
C  -8.866280  -17.008460  5.247980  -0.24
C  -10.297880  -17.369940  5.224110  -0.30
C  -10.602300  -18.011230  3.945440  -0.12
H  -8.904080  -11.353020  3.841480  0.09
H  -9.815710  -12.848990  3.689370  0.08
H  -9.267910  -12.120020  2.241780  0.07
H  -6.882320  -12.530770  3.146000  0.09
H  -7.785570  -14.012680  2.861200  0.09
H  -8.380770  -13.807800  5.548040  0.09
H  -7.241610  -12.541680  5.556910  0.10
H  -5.517620  -14.256280  5.220890  0.08
H  -6.553860  -15.273270  4.193380  0.07
H  -4.747750  -16.298920  7.170500  0.10
H  -5.250750  -17.004100  5.605830  0.08
H  -6.806310  -18.695910  6.933170  0.11
H  -6.203380  -17.819410  8.385580  0.10
H  -5.179580  -20.036640  8.026670  0.11
H  -3.855540  -18.934180  7.891020  0.11
H  -3.769100  -20.568580  6.114170  0.08
H  -3.744650  -18.899780  5.630370  0.06
H  -5.257260  -19.903980  5.395690  0.07
H  -7.472410  -13.833180  7.850050  0.08
H  -5.809960  -13.805870  7.695240  0.11
H  -7.376510  -15.738770  9.608240  0.11
H  -6.878170  -14.098870  10.002970  0.13
H  -4.603400  -14.651340  9.873140  0.12
H  -4.885720  -16.290200  9.264170  0.08
H  -4.612060  -16.710180  11.667170  0.07
H  -6.243700  -16.820350  11.447360  0.07
H  -5.557650  -15.332950  12.128640  0.09
H  -9.026040  -15.384080  6.729220  0.10
H  -8.594460  -16.791290  7.537190  0.11
H  -8.289400  -17.916010  5.070020  0.11
H  -8.726950  -16.352720  4.388510  0.11
H  -10.873540  -16.449990  5.326150  0.13
H  -10.500940  -18.001660  6.088860  0.13
H  -10.425750  -17.456660  3.023830  0.08
H  -11.675430  -18.195240  3.894140  0.09
H  -10.177750  -19.011770  3.863100  0.09
C  -5.085560  -5.109850  4.270710  -0.69
F  -5.724650  -5.814900  5.255530  0.10
F  -3.976840  -4.613250  4.829120  0.10
F  -4.793990  -5.891460  3.302230  0.13
S  -6.224710  -3.711520  3.541600  0.52
O  -5.348150  -2.832750  2.716660  -0.39
O  -7.235050  -4.531050  2.782370  -0.40
O  -6.753270  -2.998670  4.691330  -0.34
C  0.326710  -4.524880  0.310330  -0.49
F  0.035350  -3.984100  -0.915460  0.10
F  1.503170  -4.025080  0.746920  0.10
F  -0.744990  -4.362610  1.199870  0.08
S  0.609950  -6.477180  -0.157880  0.52
O  0.467410  -7.319380  1.033480  -0.37
O  -0.489480  -6.777370  -1.010310  -0.32
O  1.948490  -6.505850  -0.781350  -0.33
C  0.037560  -8.140810  8.314740  -0.71
F  0.868370  -7.114580  8.136290  0.11
F  0.456720  -9.195520  7.742650  0.18
F  -0.049970  -8.383700  9.627420  0.14
S  -1.711130  -7.696140  7.598550  0.55
O  -2.430210  -6.972000  8.664010  -0.31
O  -1.457200  -6.813580  6.420810  -0.39
O  -2.301670  -9.004540  7.272410  -0.36
C  1.226610  -13.707260  3.433910  -0.57
F  0.113570  -14.487100  3.589680  0.07
F  1.807500  -13.900230  2.217600  0.06
F  0.968080  -12.376830  3.508880  0.06
S  2.505750  -14.101740  4.895070  0.49
O  1.670720  -14.036120  6.106310  -0.34
O  2.904440  -15.475900  4.599710  -0.35
O  3.627050  -13.149290  4.834600  -0.35
C  -7.888980  -10.175260  7.359410  -0.71
F  -7.410040  -11.402550  7.643510  0.07
F  -7.147850  -9.604480  6.426850  0.12
F  -9.086100  -10.303290  6.832330  0.13
S  -7.988380  -9.139150  8.917930  0.49
O  -8.845080  -9.824400  9.929440  -0.37
O  -6.582990  -8.984060  9.319090  -0.35
O  -8.556250  -7.869340  8.448810  -0.34

Atoms 1-6, force components in eV/Å:
C 1.5 -0.5 0.1
C -1.1 1.9 -3.0
O 0.3 -0.5 3.3
N 0.3 0.3 -0.8
H -0.4 -0.7 -0.7
H -0.5 0.6 0.9